#w
DFT (ωB97M-V/def2-TZVPD) results for one molecule with the formula C5H9N3.

- frontier orbital gap (eV) = 9.38
- net charge = 0
- structure (SMILES) = C1CC2=NNC[C@@H]2N1
- 2S+1 = 1
- LUMO (Ha) = 0.035

Each line ends with the Mulliken charge.
Element x y z (Å)
1 C 1.199 -0.378 1.283  -0.514
2 C 1.571 -1.162 -0.260  -0.535
3 C 0.417 -0.168 -0.799  0.377
4 C -1.590 1.034 -0.312  -0.570
5 C -0.894 -0.190 -0.019  0.095
6 H 1.442 0.861 1.046  0.225
7 H 1.604 -0.887 2.259  0.328
8 H 2.693 -1.015 -0.608  0.284
9 H 1.370 -2.238 -0.262  0.281
10 H -0.579 2.146 -2.081  0.302
11 H -2.642 0.979 -0.645  0.242
12 H -1.489 1.834 0.471  0.263
13 H -1.389 -1.138 -0.063  0.334
14 H -0.889 -1.118 2.071  0.274
15 N 0.404 0.776 -1.672  -0.653
16 N -0.906 1.097 -1.783  -0.317
17 N -0.322 -0.432 1.375  -0.417

=====

#x
DFT (ωB97M-V/def2-TZVPD) results for one molecule with the formula C5H9N3.

- frontier orbital gap (eV) = 9.61
- net charge = 0
- structure (SMILES) = [H]/N=C1/NNCC12CC2
- 2S+1 = 1
- LUMO (Ha) = 0.035

Each line ends with the Mulliken charge.
Element x y z (Å)
1 C 0.493 1.109 -0.039  0.186
2 C 0.799 -1.215 -0.602  -0.669
3 C -0.343 -0.200 -0.052  1.003
4 C -1.312 -0.299 1.015  -0.573
5 C -1.730 -0.250 -0.415  -0.918
6 H -0.933 2.517 -0.458  0.267
7 H 2.458 1.306 -0.042  0.319
8 H 2.313 -1.198 0.940  0.271
9 H 0.722 -2.276 -0.303  0.355
10 H 0.829 -0.967 -1.655  0.291
11 H -1.344 -1.139 1.659  0.274
12 H -1.466 0.691 1.505  0.247
13 H -2.301 0.586 -0.794  0.180
14 H -2.154 -1.042 -1.017  0.235
15 N 0.157 2.273 -0.264  -0.800
16 N 1.752 0.766 0.409  -0.272
17 N 2.058 -0.663 0.111  -0.397

=====

#y
DFT (ωB97M-V/def2-TZVPD) results for C5H9N3 as an isolated structure.

- frontier orbital gap (eV) = 9.47
- net charge = 0
- 2S+1 = 1
- LUMO (Ha) = 0.037

Each line ends with the Mulliken charge.
Element x y z (Å)
1 C -1.145 1.240 -0.152  -0.690
2 C 0.171 -1.559 0.537  -0.420
3 C 1.437 -0.648 0.212  -0.170
4 C 1.309 0.345 -1.105  -0.348
5 C 0.214 0.683 -0.405  0.076
6 H -1.710 1.244 -1.109  0.262
7 H -1.597 1.973 0.481  0.272
8 H -2.587 -0.302 0.439  0.299
9 H 0.308 -2.579 0.623  0.502
10 H 2.406 -0.958 0.575  0.412
11 H 1.126 -0.025 -2.199  0.257
12 H 2.146 1.021 -0.912  0.320
13 H -0.268 -0.290 -0.865  0.255
14 H 0.168 0.452 1.710  0.381
15 N -1.680 0.024 0.689  -0.267
16 N -1.112 -1.239 0.609  -0.520
17 N 0.815 0.618 0.874  -0.622

=====

Ranking the structures above by energy, #x is first and the second is 255.2 kJ/mol behind.